[1]
8
Properties=species:S:1:pos:R:3 method="wB97M-V/def2-TZVPD" gap_ev=8.2 total_energy_ha=-463.94133 lumo_energy_ev=-0.53 de_lowest_kcal_mol=121.29 spin_multiplicity=1 homo_energy_ev=-8.686
B 1.94420 0.04473 0.20015
C -2.07157 -0.14174 0.23961
S 0.13257 -0.00492 0.02743
H 2.28259 -1.04315 -0.01283
H 2.31668 1.10405 0.39381
H -2.19868 0.19124 -0.87894
H -2.17814 0.86676 0.74294
H -0.22764 -1.01696 -0.71216

[2]
8
Properties=species:S:1:pos:R:3 method="wB97M-V/def2-TZVPD" gap_ev="6.7 / 6.7" total_energy_ha=-463.97002 lumo_energy_ev="-0.65 / -0.65" de_lowest_kcal_mol=103.28 spin_multiplicity=1 homo_energy_ev="-7.399 / -7.399"
B 1.49190 0.05139 0.07282
C -1.55962 0.18556 0.05833
S -0.23008 -0.93052 0.05027
H 2.15716 0.46054 -0.81345
H 1.64972 0.42682 1.08479
H -1.36309 1.09195 -0.42303
H -1.94770 0.30052 0.96993
H -0.29346 -0.92742 -1.26033